1.
Below is a structure of composition C31H32FeN4OS3 in a non-equilibrium geometry, with properties calculated with ωB97M-V/def2-TZVPD.

- 2S+1 = 6
- HOMO (spin up / spin down) (eV) = -10.8 / -10.8
- net charge = +1
- strongest force on any atom (eV/A) = 2.86
- <S²> = 8.7661
- gap between HOMO and LUMO (spin up / spin down) (eV) = 7.74 / 5.50

Geometry as XYZ:
```
72
Properties=species:S:1:pos:R:3:lowdin_charge:R:1
Fe 0.766 -0.080 -0.643 1.24
C 1.215 -0.944 2.500 -0.17
N 1.138 0.109 1.487 -0.06
C 1.186 1.356 1.847 -0.08
C 1.039 2.368 0.892 -0.35
C 0.961 3.762 1.033 -0.01
C 0.685 4.270 -0.228 -0.05
C 0.620 3.169 -1.094 -0.13
N 0.847 2.030 -0.435 -0.03
C -0.133 -1.177 3.150 -0.22
C -0.311 -0.965 4.511 -0.04
C -1.561 -1.131 5.090 -0.07
C -2.641 -1.517 4.312 -0.07
C -2.464 -1.745 2.954 -0.05
C -1.218 -1.575 2.375 -0.05
H 1.943 -0.671 3.269 0.12
H 1.549 -1.856 2.000 0.11
H 1.330 1.635 2.890 0.16
H 1.096 4.306 1.953 0.12
H 0.535 5.297 -0.509 0.10
H 0.427 3.168 -2.156 0.10
H 0.531 -0.672 5.127 0.11
H -1.683 -0.969 6.152 0.11
H -3.612 -1.654 4.766 0.11
H -3.301 -2.065 2.347 0.10
H -1.081 -1.746 1.313 0.08
C 3.787 1.049 -1.053 -0.15
C 5.337 0.997 -1.199 -0.13
N 5.753 -0.390 -1.311 -0.17
C 5.138 -1.019 -2.466 -0.14
C 3.589 -1.002 -2.295 -0.14
N 3.254 -0.328 -1.025 -0.21
C 3.867 -1.071 0.093 -0.15
C 5.413 -1.108 -0.096 -0.13
H 3.332 1.576 -1.892 0.12
H 3.494 1.557 -0.135 0.11
H 5.825 1.435 -0.328 0.12
H 5.669 1.538 -2.085 0.12
H 5.511 -2.040 -2.547 0.12
H 5.437 -0.473 -3.360 0.12
H 3.187 -2.016 -2.267 0.12
H 3.112 -0.458 -3.112 0.12
H 3.456 -2.082 0.103 0.12
H 3.597 -0.575 1.025 0.10
H 5.776 -2.133 -0.177 0.12
H 5.919 -0.630 0.742 0.12
O -0.995 -0.410 -1.062 -0.28
C -2.372 -0.311 -1.196 -0.57
C -2.933 0.775 -0.275 -0.45
C -2.351 1.339 0.817 -0.11
C -3.193 2.281 1.464 -0.16
C -4.395 2.416 0.850 -0.38
S -4.518 1.422 -0.539 1.09
C -3.025 -1.646 -0.860 -0.48
C -4.253 -1.918 -0.339 -0.13
C -4.488 -3.309 -0.182 -0.17
C -3.430 -4.064 -0.575 -0.39
S -2.134 -3.099 -1.150 1.05
C -2.740 0.106 -2.611 -0.50
C -3.736 -0.359 -3.410 -0.11
C -3.864 0.383 -4.615 -0.16
C -2.959 1.390 -4.701 -0.39
S -1.933 1.459 -3.328 1.04
H -1.359 1.085 1.153 0.08
H -2.910 2.817 2.358 0.11
H -5.220 3.050 1.129 0.07
H -4.976 -1.164 -0.074 0.09
H -5.407 -3.716 0.211 0.11
H -3.333 -5.136 -0.568 0.07
H -4.359 -1.203 -3.153 0.12
H -4.609 0.178 -5.367 0.11
H -2.825 2.106 -5.494 0.07
```

---

2.
Below is a structure of composition C31H32N2O2OsS2Te in a non-equilibrium geometry, with properties calculated with ωB97M-V/def2-TZVPD.

- HOMO (eV) = -13.2
- net charge = +2
- strongest force on any atom (eV/A) = 1.72
- gap between HOMO and LUMO (eV) = 6.30

Geometry as XYZ:
```
71
Properties=species:S:1:pos:R:3:lowdin_charge:R:1
Os 0.217 -0.873 0.313 1.10
C -3.948 0.430 -0.270 -0.01
C -2.704 0.331 0.560 -0.16
C -2.177 1.446 1.216 -0.18
C -2.761 2.843 1.042 -0.02
C -1.040 1.249 2.045 -0.14
C -0.362 2.409 2.718 0.01
C -0.538 -0.045 2.339 -0.27
C 0.476 -0.220 3.447 -0.03
C -1.197 -1.215 1.734 -0.43
C -0.900 -2.586 2.275 -0.03
C -2.073 -0.982 0.667 -0.30
C -2.758 -2.137 -0.043 -0.06
H -3.719 0.427 -1.342 0.11
H -4.522 1.321 -0.048 0.09
H -4.587 -0.434 -0.090 0.09
H -3.385 3.127 1.890 0.11
H -3.368 2.923 0.144 0.08
H -1.977 3.591 0.946 0.07
H 0.629 2.562 2.271 0.10
H -0.199 2.200 3.774 0.10
H -0.916 3.335 2.637 0.08
H 0.000 -0.126 4.427 0.11
H 1.261 0.530 3.390 0.09
H 0.960 -1.193 3.402 0.08
H 0.121 -2.919 2.007 0.09
H -1.612 -3.323 1.921 0.05
H -0.933 -2.572 3.365 0.12
H -3.719 -2.401 0.406 0.11
H -2.140 -3.026 -0.053 0.00
H -2.941 -1.873 -1.084 0.09
O 2.587 -2.903 0.105 -0.60
S 3.384 -1.662 0.477 0.63
O 3.985 -1.815 1.761 -0.22
N 2.273 -0.540 0.294 -0.34
C 2.568 0.862 0.301 -0.24
C 3.728 1.497 0.659 0.01
C 3.859 2.892 0.468 -0.02
C 2.851 3.623 -0.120 0.00
C 1.649 2.983 -0.497 -0.15
C 0.602 3.633 -1.207 0.04
C -0.491 2.924 -1.607 -0.01
C -0.616 1.572 -1.210 -0.09
N 0.305 0.963 -0.512 -0.07
C 1.488 1.623 -0.224 -0.16
C 4.608 -1.463 -0.733 -0.31
C 5.876 -1.968 -0.468 -0.03
C 6.840 -1.859 -1.457 -0.03
C 6.532 -1.255 -2.669 -0.03
C 5.259 -0.742 -2.910 -0.04
C 4.280 -0.840 -1.940 -0.07
H 4.552 0.934 1.081 0.12
H 4.779 3.378 0.761 0.12
H 2.973 4.681 -0.314 0.13
H 0.700 4.684 -1.454 0.14
H -1.280 3.375 -2.190 0.13
H -1.495 1.003 -1.463 0.11
H 6.094 -2.424 0.489 0.13
H 7.835 -2.245 -1.278 0.12
H 7.293 -1.172 -3.433 0.12
H 5.037 -0.257 -3.850 0.12
H 3.297 -0.418 -2.102 0.10
Te 1.033 -2.766 -1.299 1.56
C 0.318 -4.620 -1.100 -0.92
C 0.675 -5.610 -1.996 -0.20
C 0.053 -6.838 -1.711 -0.13
C -0.751 -6.761 -0.600 -0.34
S -0.771 -5.217 0.090 1.03
H 1.359 -5.446 -2.819 0.11
H 0.187 -7.740 -2.288 0.13
H -1.339 -7.556 -0.165 0.09
```

---

3.
Below is a structure of composition C31H32N2Se2Si2Sn, with properties calculated with ωB97M-V/def2-TZVPD.

- HOMO (eV) = -13.4
- net charge = +2
- strongest force on any atom (eV/A) = 0.82
- gap between HOMO and LUMO (eV) = 7.12

Geometry as XYZ:
```
70
Properties=species:S:1:pos:R:3:lowdin_charge:R:1
Sn 0.300 0.088 -0.985 1.14
Se -2.940 0.584 -1.224 0.71
Se -2.667 -0.615 -3.185 0.77
C -1.751 -2.143 -2.463 -0.65
C -2.265 -3.400 -2.753 -0.07
C -1.672 -4.513 -2.179 0.00
C -0.577 -4.334 -1.343 -0.01
C -0.105 -3.056 -1.139 -0.15
N -0.680 -1.975 -1.688 -0.13
C -2.002 2.152 -1.838 -0.69
C -2.698 3.252 -2.305 -0.06
C -1.975 4.310 -2.839 0.00
C -0.589 4.236 -2.862 0.00
C 0.026 3.115 -2.338 -0.10
N -0.668 2.087 -1.842 -0.13
H -3.131 -3.486 -3.393 0.12
H -2.069 -5.501 -2.366 0.13
H -0.101 -5.170 -0.852 0.13
H 0.755 -2.864 -0.505 0.11
H -3.778 3.262 -2.273 0.12
H -2.487 5.174 -3.240 0.13
H 0.007 5.031 -3.286 0.13
H 1.104 3.023 -2.299 0.10
C 0.261 4.507 2.769 -0.05
C -0.697 4.103 1.846 -0.07
C -0.878 2.756 1.583 -0.12
C -0.096 1.795 2.231 -0.31
C 0.853 2.211 3.167 -0.08
C 1.026 3.561 3.435 -0.05
Si -0.309 -0.028 1.862 0.76
C 1.183 -1.099 2.259 -0.32
C 2.393 -0.928 1.579 -0.16
C 3.509 -1.677 1.909 -0.07
C 3.444 -2.581 2.963 -0.05
C 2.258 -2.749 3.662 -0.05
C 1.129 -2.027 3.301 -0.08
C -1.986 -0.781 2.191 -0.31
C -2.413 -1.941 1.536 -0.12
C -3.612 -2.538 1.885 -0.06
C -4.394 -1.990 2.894 -0.05
C -3.983 -0.836 3.545 -0.05
C -2.788 -0.228 3.192 -0.08
H 0.401 5.559 2.976 0.12
H -1.304 4.842 1.340 0.11
H -1.650 2.442 0.887 0.08
H 1.448 1.474 3.693 0.11
H 1.761 3.875 4.165 0.12
H 2.466 -0.173 0.799 0.04
H 4.432 -1.547 1.359 0.11
H 4.324 -3.143 3.243 0.12
H 2.214 -3.438 4.494 0.12
H 0.202 -2.174 3.843 0.11
H -1.791 -2.385 0.766 0.08
H -3.934 -3.437 1.377 0.11
H -5.323 -2.468 3.174 0.12
H -4.594 -0.410 4.330 0.12
H -2.468 0.670 3.708 0.11
C 3.201 -1.613 -2.494 -0.21
Si 2.470 0.109 -2.756 0.49
C 3.520 1.403 -1.855 -0.22
C 2.122 0.562 -4.553 -0.19
H 4.213 -1.656 -2.900 0.05
H 2.617 -2.390 -2.988 0.03
H 3.265 -1.853 -1.431 0.01
H 4.560 1.335 -2.181 0.05
H 3.513 1.241 -0.776 0.02
H 3.195 2.427 -2.041 0.02
H 3.062 0.558 -5.109 0.05
H 1.685 1.556 -4.652 0.02
H 1.455 -0.154 -5.034 0.03
```

---

4.
Below is a structure of composition C31H32N3O3PSTa, with properties calculated with ωB97M-V/def2-TZVPD.

- HOMO (eV) = -11.0
- net charge = +1
- strongest force on any atom (eV/A) = 0.84
- gap between HOMO and LUMO (eV) = 8.59

Geometry as XYZ:
```
72
Properties=species:S:1:pos:R:3:lowdin_charge:R:1
Ta -0.092 -0.309 1.988 1.21
C 2.331 -3.142 1.376 -0.02
N 3.260 -2.129 0.873 -0.05
C 4.610 -2.602 0.574 -0.13
C 5.334 -1.616 -0.321 -0.14
C 5.256 -0.237 0.301 -0.13
N 3.865 0.107 0.576 -0.06
C 3.569 1.527 0.717 0.01
C 2.969 -0.826 0.902 -0.40
O 1.791 -0.435 1.230 -0.21
H 2.510 -3.334 2.434 0.10
H 2.494 -4.055 0.808 0.10
H 1.301 -2.836 1.236 0.04
H 4.512 -3.571 0.084 0.13
H 5.153 -2.762 1.511 0.14
H 4.874 -1.601 -1.310 0.12
H 6.373 -1.918 -0.442 0.13
H 5.655 0.522 -0.372 0.13
H 5.834 -0.190 1.230 0.14
H 4.110 1.935 1.573 0.11
H 2.506 1.687 0.863 0.07
H 3.891 2.046 -0.185 0.10
N -0.982 -1.291 0.643 -0.39
P -1.420 -1.120 -0.859 0.83
C -3.213 -1.136 -1.040 -0.31
C -3.800 -0.869 -2.275 -0.08
C -5.178 -0.816 -2.381 -0.07
C -5.968 -1.016 -1.255 -0.06
C -5.383 -1.277 -0.025 -0.06
C -4.002 -1.337 0.086 -0.07
C -0.880 0.478 -1.552 -0.28
C -0.071 0.621 -2.672 -0.07
C 0.319 1.886 -3.091 -0.07
C -0.097 3.011 -2.396 -0.07
C -0.916 2.875 -1.281 -0.06
C -1.309 1.615 -0.864 -0.09
C -0.710 -2.421 -1.894 -0.28
C -1.494 -3.411 -2.471 -0.06
C -0.896 -4.443 -3.179 -0.06
C 0.482 -4.488 -3.315 -0.06
C 1.269 -3.494 -2.746 -0.07
C 0.676 -2.466 -2.036 -0.11
H -3.182 -0.701 -3.151 0.12
H -5.638 -0.611 -3.338 0.11
H -7.045 -0.968 -1.340 0.11
H -6.000 -1.434 0.850 0.11
H -3.529 -1.541 1.039 0.10
H 0.254 -0.250 -3.229 0.10
H 0.947 1.989 -3.966 0.11
H 0.204 3.995 -2.730 0.11
H -1.255 3.751 -0.744 0.11
H -1.971 1.512 -0.009 0.10
H -2.572 -3.384 -2.365 0.11
H -1.512 -5.210 -3.629 0.11
H 0.945 -5.295 -3.866 0.11
H 2.345 -3.521 -2.863 0.11
H 1.292 -1.686 -1.599 0.10
O 0.412 1.739 2.488 -0.11
C -0.818 2.018 2.659 -0.58
O -1.637 1.079 2.422 -0.14
C -1.281 3.348 3.077 -0.14
C -0.356 4.359 3.329 -0.01
C -0.803 5.614 3.698 -0.06
C -2.165 5.861 3.806 -0.06
C -3.088 4.853 3.556 -0.06
C -2.649 3.593 3.193 0.00
H 0.699 4.145 3.238 0.12
H -0.094 6.403 3.907 0.11
H -2.511 6.846 4.090 0.11
H -4.146 5.053 3.649 0.11
H -3.349 2.790 3.008 0.12
S -0.027 -1.505 3.779 0.08
```

---

5.
Below is a structure of composition C31H33CeClN2O2Si2 in a non-equilibrium geometry, with properties calculated with ωB97M-V/def2-TZVPD.

- 2S+1 = 2
- HOMO (spin up / spin down) (eV) = -9.3 / -9.3
- net charge = +1
- strongest force on any atom (eV/A) = 6.76
- <S²> = 0.7514
- gap between HOMO and LUMO (spin up / spin down) (eV) = 6.32 / 6.34

Geometry as XYZ:
```
72
Properties=species:S:1:pos:R:3:lowdin_charge:R:1
C -0.525 1.782 -0.134 -0.21
C 0.856 1.343 -0.272 -0.22
C 0.988 0.725 -1.564 -0.21
H 1.687 1.642 0.366 0.13
C -0.286 0.782 -2.215 -0.17
C -1.222 1.437 -1.353 -0.17
H -2.298 1.572 -1.532 0.14
H -0.922 2.388 0.681 0.13
H 1.918 0.385 -2.013 0.11
H -0.473 0.420 -3.223 0.13
Ce -0.583 -0.612 -0.184 1.18
Si 2.499 -7.268 -1.842 0.71
C 4.219 -7.643 -1.219 -0.35
C 4.652 -8.943 -0.907 -0.10
H 3.964 -9.786 -1.020 0.11
C 5.973 -9.165 -0.487 -0.08
H 6.314 -10.185 -0.269 0.11
C 6.880 -8.093 -0.376 -0.08
H 7.913 -8.264 -0.037 0.11
C 6.462 -6.802 -0.730 -0.09
H 7.170 -5.971 -0.704 0.10
C 5.149 -6.588 -1.164 -0.13
H 4.853 -5.588 -1.493 0.08
C 2.497 -7.676 -3.663 -0.33
C 3.702 -7.728 -4.390 -0.09
H 4.661 -7.750 -3.864 0.10
C 3.692 -7.755 -5.792 -0.09
H 4.631 -7.748 -6.346 0.10
C 2.483 -7.805 -6.492 -0.09
H 2.468 -7.798 -7.591 0.11
C 1.287 -7.930 -5.764 -0.09
H 0.344 -8.063 -6.303 0.10
C 1.296 -7.902 -4.362 -0.11
H 0.375 -8.058 -3.795 0.10
H 2.507 -5.768 -1.743 -0.06
Si 1.687 -2.550 -0.933 0.23
C 1.452 -2.505 -2.804 -0.34
C 2.626 -2.380 -3.557 -0.09
H 3.591 -2.462 -3.059 0.10
C 2.554 -2.152 -4.934 -0.06
H 3.476 -2.038 -5.508 0.11
C 1.305 -2.150 -5.557 -0.08
H 1.248 -2.056 -6.637 0.10
C 0.112 -2.262 -4.823 -0.08
H -0.867 -2.227 -5.318 0.11
C 0.189 -2.504 -3.445 -0.13
H -0.712 -2.709 -2.860 0.09
C 3.438 -2.406 -0.465 -0.37
C 4.033 -1.127 -0.410 -0.12
H 3.413 -0.255 -0.601 0.07
C 5.381 -0.973 -0.105 -0.08
H 5.840 0.022 -0.137 0.11
C 6.150 -2.112 0.179 -0.07
H 7.209 -2.010 0.395 0.10
C 5.575 -3.385 0.182 -0.06
H 6.180 -4.286 0.356 0.09
C 4.210 -3.516 -0.101 -0.12
H 3.747 -4.494 -0.037 0.06
H 1.287 -7.677 -1.000 -0.02
Cl 0.950 -4.342 -0.162 0.28
C -3.901 0.834 3.316 0.02
O -2.485 0.785 3.656 0.02
C -1.682 0.279 2.731 -0.50
O -2.059 -0.076 1.568 -0.11
N -0.412 0.186 3.145 0.08
N 0.561 -0.264 2.191 0.04
H -4.361 1.519 4.019 0.11
H -4.347 -0.162 3.375 0.11
H -4.020 1.206 2.306 0.09
H -0.233 0.334 4.145 0.19
H 1.132 -0.990 2.628 0.14
H 1.224 0.513 2.048 0.11
```

---

6.
Below is a structure of composition C31H33EuN5O2Se2, with properties calculated with ωB97M-V/def2-TZVPD.

- 2S+1 = 7
- HOMO (spin up / spin down) (eV) = -10.2 / -10.2
- net charge = +1
- strongest force on any atom (eV/A) = 0.53
- <S²> = 12.0126
- gap between HOMO and LUMO (spin up / spin down) (eV) = 7.34 / 7.37

Geometry as XYZ:
```
74
Properties=species:S:1:pos:R:3:lowdin_charge:R:1
Eu -0.188 0.360 0.174 1.89
C -1.005 -2.833 -0.087 -0.10
N -0.676 -2.211 1.208 -0.26
C 0.357 -3.016 1.887 -0.21
C 1.636 -3.237 1.108 -0.17
C 2.485 -1.999 0.907 -0.22
N 1.952 -1.006 -0.035 -0.07
C 2.633 -0.885 -1.120 -0.10
C 2.556 0.156 -2.120 -0.16
C 3.227 -0.067 -3.338 -0.05
C 3.380 0.933 -4.263 -0.09
C 2.917 2.217 -3.934 -0.06
C 2.292 2.472 -2.737 -0.02
C 2.050 1.439 -1.804 -0.38
O 1.406 1.663 -0.695 -0.32
C -1.908 -2.268 2.027 -0.21
C -1.810 -1.642 3.412 -0.15
C -1.385 -0.165 3.414 -0.21
N -1.796 0.454 2.159 -0.12
C -3.004 0.864 2.078 -0.15
C -3.685 1.219 0.842 -0.20
C -4.841 2.008 0.934 -0.04
C -5.587 2.314 -0.179 -0.08
C -5.198 1.770 -1.408 -0.06
C -4.088 0.958 -1.517 -0.01
C -3.282 0.682 -0.402 -0.37
O -2.219 -0.099 -0.506 -0.32
H -1.173 -3.912 0.023 0.11
H -0.193 -2.695 -0.804 0.07
H -1.902 -2.368 -0.485 0.07
H -0.081 -3.992 2.142 0.13
H 0.604 -2.527 2.833 0.12
H 1.445 -3.724 0.150 0.11
H 2.234 -3.946 1.687 0.13
H 3.490 -2.294 0.592 0.11
H 2.607 -1.507 1.877 0.10
H 3.422 -1.621 -1.311 0.13
H 3.632 -1.054 -3.533 0.11
H 3.882 0.748 -5.202 0.10
H 3.067 3.031 -4.633 0.11
H 1.967 3.471 -2.482 0.09
H -2.206 -3.320 2.140 0.13
H -2.689 -1.774 1.452 0.11
H -1.149 -2.210 4.068 0.11
H -2.807 -1.730 3.849 0.12
H -0.301 -0.074 3.506 0.09
H -1.826 0.347 4.274 0.12
H -3.607 0.917 2.993 0.14
H -5.138 2.379 1.910 0.12
H -6.468 2.936 -0.103 0.10
H -5.790 1.973 -2.292 0.11
H -3.817 0.514 -2.466 0.11
Se -0.421 4.314 -0.924 0.76
Se -1.029 3.136 0.988 0.74
C 0.592 2.864 2.019 -0.60
C 1.114 3.907 2.763 -0.07
C 2.226 3.655 3.552 -0.03
C 2.758 2.378 3.575 -0.03
C 2.164 1.397 2.799 -0.11
N 1.102 1.630 2.030 -0.07
C -0.953 3.030 -2.264 -0.64
C -1.378 3.635 -3.441 -0.11
C -1.637 2.839 -4.541 -0.04
C -1.508 1.467 -4.419 -0.04
C -1.147 0.957 -3.187 -0.14
N -0.849 1.711 -2.126 -0.02
H 0.657 4.885 2.722 0.11
H 2.666 4.448 4.142 0.12
H 3.622 2.136 4.178 0.12
H 2.563 0.392 2.775 0.10
H -1.504 4.709 -3.487 0.10
H -1.947 3.288 -5.476 0.12
H -1.702 0.801 -5.248 0.11
H -1.096 -0.116 -3.038 0.11
```